# 1
36
Properties=species:S:1:pos:R:3 method="wB97M-V/def2-TZVPD" de_lowest_kj_mol=1238.2 gap_ev=7.8 homo_ev=-9.0 total_charge=0 energy_ha=-1300.5867
O 0.81 1.75 0.20
C 0.95 0.42 0.14
N 1.13 -0.42 1.27
H 1.33 -1.30 1.02
C 1.48 0.15 2.49
H 1.43 -0.56 3.26
H 0.37 0.96 2.83
C 2.59 1.09 2.88
H 3.34 0.70 3.55
H 2.96 1.35 1.82
C 1.97 2.48 3.63
O 0.99 2.97 2.92
H 1.08 2.79 1.67
H 1.68 2.38 4.54
H 2.96 3.16 3.36
C 0.90 -0.16 -1.05
O 1.09 -1.43 -1.22
N 0.66 0.57 -2.15
H 0.46 1.30 -1.89
C 0.08 0.01 -3.31
H 0.64 0.49 -4.18
H 0.47 -0.95 -3.29
C -1.45 -0.09 -3.26
C -1.95 -0.67 -2.05
C -1.83 -2.43 -1.98
C -2.30 -2.94 -0.98
C -2.39 -2.09 0.05
C -2.44 -0.88 0.33
C -2.10 0.03 -0.94
H -2.07 1.02 -0.99
H -2.56 -0.31 1.22
Cl -2.68 -3.06 1.68
H -2.36 -3.97 -0.93
H -1.69 -2.70 -3.12
H -1.68 -0.53 -4.30
H -1.87 0.86 -3.21

# 2
50
Properties=species:S:1:pos:R:3 method="wB97M-V/def2-TZVPD" de_lowest_kj_mol=0.0 gap_ev="8.6 / 8.6" homo_ev="-6.5 / -6.5" total_charge=-1 energy_ha=-4414.0983
Co 0.09 -0.20 -0.82
F 1.31 4.76 0.43
C 1.23 3.46 0.14
F 1.22 3.31 -1.18
F 2.32 2.86 0.63
S -0.27 2.71 0.90
O -0.37 1.38 0.30
O -0.02 2.71 2.31
N -1.32 3.73 0.39
S -2.86 3.41 0.18
O -3.64 4.57 0.45
O -3.27 2.14 0.72
C -2.94 3.21 -1.65
F -2.13 2.23 -2.05
F -4.19 2.91 -2.01
F -2.58 4.34 -2.26
O -0.57 -1.75 -3.82
S 0.52 -1.14 -3.12
O 0.14 0.28 -2.63
O 0.67 -1.75 -1.70
O 1.79 -1.13 -3.79
C 3.48 0.49 -1.46
C 3.16 -0.53 -0.39
O 1.98 -0.12 0.32
C 1.90 -0.63 1.65
C 1.76 -2.14 1.71
H 4.32 0.14 -2.05
H 3.73 1.45 -1.01
H 2.64 0.62 -2.14
H 3.97 -0.61 0.33
H 2.98 -1.51 -0.84
H 1.03 -0.14 2.09
H 2.78 -0.29 2.20
H 0.90 -2.47 1.13
H 1.62 -2.45 2.74
H 2.65 -2.63 1.32
C -1.74 -0.68 -0.87
C -1.71 -1.66 0.23
C -1.83 -1.21 1.55
C -1.76 -2.09 2.62
C -1.59 -3.45 2.38
C -1.47 -3.91 1.07
C -1.52 -3.03 0.01
H -2.28 0.22 -0.61
H -2.01 -1.05 -1.85
H -1.98 -0.15 1.73
H -1.85 -1.73 3.63
H -1.54 -4.15 3.21
H -1.33 -4.97 0.88
H -1.40 -3.38 -1.01

# 3
31
Properties=species:S:1:pos:R:3 method="wB97M-V/def2-TZVPD" de_lowest_kj_mol=175.6 gap_ev=8.1 homo_ev=-8.0 total_charge=0 energy_ha=-605.2753
C -2.44 -2.58 -2.58
C -1.55 -1.57 -3.13
C -2.76 -2.65 -1.28
C -0.69 -0.83 -2.33
C -1.68 -2.07 -0.28
C -0.79 -0.98 -0.86
C -0.07 -0.22 0.00
C 0.90 0.83 0.09
C 0.15 0.37 1.40
C 0.77 2.28 -0.62
C 2.37 0.30 -0.02
C -1.06 1.11 1.95
C 0.98 -0.04 2.58
F -0.94 -3.11 0.18
H -2.97 -3.20 -3.34
H -1.57 -1.42 -4.12
H -3.50 -3.34 -0.88
H 0.09 -0.21 -2.87
H -2.22 -1.53 0.49
H -0.11 2.74 -0.10
H 0.66 2.18 -1.74
H 1.70 2.94 -0.43
H 2.49 -0.42 0.84
H 2.96 1.21 0.14
H 2.63 -0.27 -0.95
H -1.65 0.38 2.55
H -1.67 1.37 1.10
H -0.79 1.97 2.59
H 0.28 -0.28 3.40
H 1.51 0.91 2.84
H 1.69 -0.82 2.49

# 4
48
Properties=species:S:1:pos:R:3 method="wB97M-V/def2-TZVPD" gap_ev=6.1 homo_ev=-8.9 total_charge=0 energy_ha=-2816.4830
C 2.21 -2.45 -0.27
C 1.15 -3.46 -0.55
O 1.40 -4.56 -0.91
O -0.16 -3.05 -0.33
C -1.06 -3.47 -1.29
O -1.50 -4.55 -1.37
C -1.52 -2.33 -2.20
C -0.85 -1.06 -1.77
N 0.23 -0.67 -2.45
C 0.92 0.43 -2.13
O 2.00 0.69 -2.91
C 0.57 1.21 -1.05
C 1.45 2.40 -0.76
C 0.90 3.69 -1.38
C 1.58 4.93 -0.75
N 3.00 4.79 -0.40
C -0.57 0.84 -0.29
C -0.94 1.69 0.91
O -0.59 2.83 0.96
O -1.65 1.15 1.91
C -1.29 -0.32 -0.66
S -2.68 -0.99 0.19
H 1.95 -1.80 0.55
H 3.10 -3.00 0.02
H 2.46 -1.88 -1.16
H -1.31 -2.57 -3.24
H -2.59 -2.23 -2.11
H 0.51 -1.25 -3.23
H 1.75 1.26 -3.65
H 2.44 2.22 -1.15
H 1.52 2.51 0.31
H 1.10 3.69 -2.46
H -0.16 3.75 -1.20
H 1.06 5.19 0.16
H 1.53 5.76 -1.45
H 3.13 4.34 0.50
H 3.54 4.32 -1.11
H -2.55 1.49 1.87
H -3.39 0.11 0.45
N -1.43 -1.51 3.41
S -2.73 -1.39 4.31
O -2.56 -1.76 5.68
O -3.96 -1.73 3.67
F -2.78 0.20 4.37
S -0.95 -2.99 3.15
O 0.38 -3.03 2.62
O -1.91 -3.87 2.57
F -0.75 -3.57 4.61

# 5
40
Properties=species:S:1:pos:R:3 method="wB97M-V/def2-TZVPD" gap_ev=8.6 homo_ev=-15.5 total_charge=+2 energy_ha=-1694.0775
Tl 2.30 0.85 -1.51
C 5.32 -0.36 -0.39
N 3.97 0.03 0.13
C 4.05 1.28 0.95
C 3.51 -1.03 1.02
C 2.18 -0.70 1.70
N 1.12 -0.76 0.70
C -0.05 -1.00 1.02
C -1.02 -0.96 -0.22
F -0.49 -1.32 -1.41
C -2.39 -1.61 -0.06
F -2.89 -2.22 -1.16
C -2.82 -1.75 1.17
C -2.04 -1.13 2.23
F -2.77 -0.84 3.37
C -0.78 -0.99 2.22
F -0.02 -0.62 3.28
H 6.12 -0.45 0.41
H 5.72 0.35 -1.09
H 5.22 -1.34 -0.92
H 4.30 1.15 2.01
H 3.08 1.79 0.95
H 4.73 2.02 0.55
H 4.23 -1.39 1.74
H 3.19 -1.89 0.46
H 2.17 0.33 2.10
H 2.10 -1.41 2.49
H -3.75 -2.30 1.38
S -1.26 0.92 -0.03
C -2.64 1.10 -1.20
N -2.85 0.53 -2.35
C -4.15 0.97 -2.93
C -4.68 2.05 -2.00
N -3.65 1.93 -0.91
H -2.38 -0.24 -2.74
H -4.70 0.06 -2.93
H -4.00 1.32 -3.95
H -5.71 2.05 -1.54
H -4.59 3.06 -2.45
H -3.68 2.48 -0.08

# 6
33
Properties=species:S:1:pos:R:3 method="wB97M-V/def2-TZVPD" de_lowest_kj_mol=0.0 gap_ev=9.0 homo_ev=-10.0 total_charge=0 energy_ha=-755.8765
C 1.17 0.58 -3.29
C 2.53 -0.09 -3.10
C 2.45 -1.32 -2.19
C 1.77 -1.08 -0.88
C 0.86 -1.88 -0.33
C 0.25 -1.54 0.98
O -0.19 -2.40 1.72
C 0.20 -0.10 1.38
C -0.84 0.32 2.37
C -2.25 0.34 1.73
C -3.33 -0.05 2.74
C -2.55 1.69 1.05
C 1.12 0.68 0.83
F 1.23 1.98 1.11
C 2.16 0.15 -0.11
O 3.25 0.66 -0.20
H 0.37 -0.16 -3.37
H 0.92 1.24 -2.46
H 1.16 1.18 -4.20
H 3.24 0.62 -2.67
H 2.93 -0.40 -4.06
H 3.46 -1.71 -2.01
H 1.89 -2.11 -2.71
H 0.55 -2.80 -0.80
H -0.82 -0.38 3.20
H -0.59 1.31 2.75
H -2.25 -0.42 0.94
H -2.99 -0.86 3.39
H -3.61 0.80 3.36
H -4.23 -0.39 2.22
H -1.73 2.41 1.19
H -2.69 1.59 -0.03
H -3.45 2.14 1.46

# 7
31
Properties=species:S:1:pos:R:3 method="wB97M-V/def2-TZVPD" de_lowest_kj_mol=1096.6 gap_ev=9.2 homo_ev=-8.5 total_charge=0 energy_ha=-559.9073
C 3.40 -0.76 0.30
C 1.25 -0.71 -0.88
C 0.89 0.72 -1.12
C -0.09 1.57 -0.43
C 0.50 1.96 1.10
C 0.98 0.57 1.59
C 0.72 -0.76 0.76
C -0.81 -0.55 0.46
C -1.63 -1.45 0.63
C -3.02 -1.16 0.31
C -3.40 -0.19 -0.51
C -2.41 0.73 -0.88
C -1.20 0.57 -0.32
H 4.50 -0.31 -0.48
H 3.18 0.50 0.99
H 3.35 -1.70 1.15
H 2.86 -1.71 -1.99
H 0.62 -1.32 -1.47
H 0.69 0.66 -2.19
H 1.93 1.01 -1.31
H -0.23 2.36 -1.25
H -0.15 2.47 1.69
H 1.53 2.55 1.19
H 0.68 0.12 2.62
H 2.07 1.03 1.93
H 0.78 -1.74 1.28
H -1.45 -2.14 1.41
H -3.75 -1.55 1.08
H -4.42 0.08 -0.68
H -2.44 1.75 -1.33
N 2.74 -0.76 -1.25

# 8
31
Properties=species:S:1:pos:R:3 method="wB97M-V/def2-TZVPD" de_lowest_kj_mol=656.3 gap_ev=9.3 homo_ev=-8.5 total_charge=0 energy_ha=-560.0749
C 1.62 -1.63 -1.70
C 1.43 -1.46 -0.26
C 0.09 -0.79 -0.05
C -0.75 -1.37 -1.25
C -0.26 -1.27 1.19
C -1.59 -0.53 1.60
C -2.11 0.56 0.81
C -1.05 1.44 0.28
C -0.98 2.76 0.35
C 0.41 3.39 0.41
C 1.60 2.83 0.09
C 1.45 1.39 -0.32
C 0.18 0.75 0.03
H 1.93 -0.71 -2.05
H 2.41 -2.44 -1.87
H 1.23 -2.41 0.10
H 2.23 -0.83 0.12
H -1.64 -2.05 -0.98
H -0.88 -0.46 -1.69
H 0.15 -2.89 -2.71
H 0.68 -0.95 1.83
H -0.35 -2.40 1.35
H -1.61 -0.25 2.60
H -2.27 -1.21 1.77
H -2.71 0.17 -0.17
H -3.05 0.74 1.47
H -1.82 3.29 0.92
H 0.70 4.43 0.90
H 2.54 3.38 -0.11
H 2.06 0.80 -0.83
N 0.36 -2.29 -1.82